1.
Formula: C15H11Cl2N6O6SSc
Source: the Open Molecules 2025 dataset
Level of theory: ωB97M-V with the def2-TZVPD basis set

Positions of all 42 atoms, in Å:
Sc -2.3291 0.0199 0.1980
O -5.5574 -1.4596 -0.4581
S -4.8771 -0.2274 -0.2152
O -5.6421 0.9809 -0.1422
O -4.0135 -0.3571 1.1023
O -3.7010 -0.0478 -1.2005
Cl 4.2591 -0.7966 -3.0151
C 2.6239 -0.7796 -2.3936
C 1.9258 -1.9346 -2.3339
C 0.6264 -2.3393 -1.8699
Cl 0.3983 -4.0649 -1.7611
C -0.3561 -1.5302 -1.3462
O -1.3805 -1.8247 -0.6462
C -0.0864 -0.0747 -1.4229
C -0.5818 1.8996 -0.5395
O -1.8291 2.0359 -0.1318
C 2.1512 0.6146 -2.0131
H 2.5085 -2.7800 -2.6900
H 0.1246 2.6963 -0.2524
H 2.6681 1.3683 -2.6143
N -1.2411 1.8783 -2.9758
C -0.4543 1.3398 -1.9792
N 0.7504 0.6108 -2.3128
C 2.6819 0.7443 -0.5781
N 3.9178 1.1775 -0.4955
N 2.2014 0.3086 0.6335
C 0.9172 0.2598 0.8403
N -0.0684 0.4821 -0.0692
C 0.3961 -0.0474 2.2071
C 1.2344 -0.1727 3.3016
C 0.6626 -0.4778 4.5306
C -0.7083 -0.6382 4.6126
C -1.4774 -0.4920 3.4600
N -0.9387 -0.2049 2.2832
H -1.3142 1.2890 -3.7942
H -2.1591 2.1101 -2.6085
H 4.4337 1.4524 -1.3155
H 4.4021 1.0985 0.3868
H 2.2985 -0.0396 3.1848
H 1.2822 -0.5859 5.4099
H -1.1938 -0.8767 5.5470
H -2.5549 -0.6148 3.4770

The highest occupied orbital energy comes out at -8.0 eV. The total energy comes out at -93540.66383 eV. For the frontier orbital gap, the calculation gives 5.32 eV.

Atomic partial charges in e from the Löwdin method, atoms 1 to 8: 1.07, -0.28, 0.37, -0.29, -0.41, -0.38, 0.68, -0.60

---

2.
Formula: C38H61N3O5P2S
Source: the Open Molecules 2025 dataset
Level of theory: ωB97M-V with the def2-TZVPD basis set

Positions of all 110 atoms, in Å:
C 7.7583 1.5825 2.4791
C 6.4830 0.9171 1.9604
C 6.3358 -0.4971 2.5255
C 5.1705 -1.3170 1.8972
C 4.0270 -0.4542 1.4503
C 3.1080 0.0289 2.3735
C 2.0313 0.8362 2.0282
C 1.0485 1.2502 3.0951
C -0.3902 0.7756 2.7493
C -0.8981 -0.3551 3.6450
C -1.0902 0.1464 5.0868
C -2.1806 -0.9713 3.0518
C -3.1544 -0.0052 2.3684
C -3.7298 1.0310 3.2934
C -3.5495 2.3576 3.1801
C -3.3462 3.2205 4.3999
C -3.5411 3.0967 1.8647
C 1.9028 1.2169 0.6834
P 0.5839 2.3367 0.1401
O 0.0690 3.2688 1.1774
C 2.8047 0.7330 -0.2703
C 3.8497 -0.1045 0.1099
S 4.9340 -0.7176 -1.1498
C 3.7665 -0.8713 -2.4711
C 3.9293 -1.9381 -3.3379
C 3.0128 -2.1296 -4.3693
N 3.1592 -3.1998 -5.2721
C 1.9504 -1.2388 -4.4717
C 1.7748 -0.1588 -3.6133
C 0.5184 0.6621 -3.8462
C 0.6623 2.1159 -4.2914
O 0.2113 2.9639 -3.2080
C 0.2066 4.2819 -3.4882
C -0.2378 5.1243 -2.3270
O 0.5230 4.7309 -4.5595
C 2.7189 0.0437 -2.5915
N 2.6208 1.1245 -1.6446
P 3.4871 2.5529 -2.0531
N 4.9424 2.4872 -2.6027
H 8.6467 0.9987 2.2389
H 7.6924 1.7159 3.5605
H 7.8532 2.5804 2.0501
H 6.4967 0.8802 0.8684
H 5.6445 1.5363 2.2840
H 7.2711 -1.0226 2.3289
H 6.1470 -0.4393 3.5988
H 4.8126 -2.0404 2.6311
H 5.5733 -1.8941 1.0661
H 3.2114 -0.2433 3.4181
H 1.0589 2.3261 3.2481
H 1.3436 0.7380 4.0119
H -1.0607 1.6300 2.7650
H -0.3681 0.3839 1.7258
H -0.1317 -1.1366 3.6627
H -2.1254 0.4090 5.2950
H -0.8000 -0.6196 5.8098
H -0.4802 1.0222 5.3139
H -2.7051 -1.5651 3.8037
H -1.8570 -1.6614 2.2651
H -3.9825 -0.6214 1.9936
H -2.7256 0.4584 1.4784
H -4.3143 0.6534 4.1324
H -2.3538 3.6659 4.3041
H -3.3780 2.6154 5.3060
H -4.0989 4.0059 4.5186
H -2.5420 3.1926 1.4183
H -3.8730 4.1178 2.0550
H -4.1900 2.6314 1.1266
H -0.4043 1.5431 -0.4776
H 1.1361 3.0709 -0.9077
H 4.7524 -2.6330 -3.2240
H 3.8147 -3.8727 -4.8940
H 2.2911 -3.7038 -5.4078
H 1.2173 -1.4104 -5.2483
H -0.0979 0.6000 -2.9458
H -0.0380 0.1461 -4.6244
H 1.6732 2.3790 -4.5942
H -0.0319 2.3035 -5.1082
H -0.9345 4.6029 -1.6739
H -0.6915 6.0356 -2.7048
H 0.6284 5.4095 -1.7271
H 2.6654 3.2616 -2.9385
H 3.4160 3.2630 -0.8402
H 5.2835 1.5400 -2.7123
C -1.6219 -3.3644 -2.1801
C -2.7617 -3.3302 -3.1948
C -2.3203 -2.2004 -4.1146
O -0.8887 -2.2088 -4.1102
C -0.4155 -3.0568 -3.0568
H -1.5286 -4.3130 -1.6539
H -1.7595 -2.5747 -1.4378
H -2.8009 -4.2724 -3.7461
H -3.7407 -3.1545 -2.7514
H -2.6627 -1.2289 -3.7409
H -2.6749 -2.3211 -5.1387
H -0.0059 -3.9705 -3.5036
H 0.3849 -2.5478 -2.5182
C -6.9356 -4.3860 0.7230
C -7.7997 -3.1703 0.3981
C -6.9882 -2.0409 1.0189
O -5.6164 -2.4352 0.9327
C -5.5322 -3.8144 0.5713
H -7.1154 -5.2411 0.0733
H -7.1054 -4.7002 1.7550
H -7.8655 -3.0373 -0.6841
H -8.8117 -3.2300 0.7951
H -7.2439 -1.9015 2.0746
H -7.1198 -1.0891 0.5035
H -5.1873 -3.8821 -0.4672
H -4.7997 -4.3082 1.2111

The highest occupied orbital energy comes out at -7.8 eV. The total energy comes out at -84515.41926 eV. For the frontier orbital gap, the calculation gives 8.15 eV.

Atomic partial charges in e from the Löwdin method, atoms 1 to 8: -0.11, -0.27, -0.19, -0.16, -0.24, 0.02, -0.19, -0.13

---

3.
Formula: C30H25BrCl5F4MnO3P2
Source: the Open Molecules 2025 dataset
Level of theory: ωB97M-V with the def2-TZVPD basis set

Positions of all 71 atoms, in Å:
Mn 0.4855 0.7417 1.2346
Cl -1.8728 1.4676 4.0042
C -0.7282 2.6140 3.4441
C 0.0336 2.2907 2.3228
C 1.0709 3.1578 1.9857
Cl 2.0687 2.4712 0.7388
C 1.3280 4.3582 2.6239
Cl 2.6014 5.3828 2.1332
C 0.4965 4.6924 3.7220
Cl 0.7632 6.1488 4.5599
C -0.5097 3.8050 4.1488
Cl -1.4412 4.1546 5.5354
F 4.1410 -4.6621 3.9021
C 3.5191 -3.8601 3.0641
C 3.6328 -4.0535 1.6834
F 4.3808 -5.0291 1.2064
C 2.9502 -3.2080 0.8104
F 3.0652 -3.3987 -0.5012
C 2.1650 -2.1555 1.2708
P 1.0918 -1.1717 0.1256
C -0.0852 -2.4899 -0.2665
C -1.2130 -2.5572 0.5544
C -2.1326 -3.5709 0.3699
C -1.9181 -4.5284 -0.6135
C -0.7950 -4.4593 -1.4248
C 0.1248 -3.4371 -1.2635
C 2.1967 -0.7971 -1.2530
C 3.5045 -0.4096 -0.9461
C 4.3782 -0.0918 -1.9645
C 3.9478 -0.1278 -3.2841
C 2.6412 -0.4845 -3.5867
C 1.7539 -0.8105 -2.5744
C 2.0942 -1.9650 2.6473
Br 1.0928 -0.4716 3.3151
C 2.7493 -2.7968 3.5466
F 2.6377 -2.5660 4.8422
H -1.3617 -1.7907 1.3140
H -3.0123 -3.6266 0.9903
H -2.6252 -5.3319 -0.7426
H -0.6294 -5.2123 -2.1789
H 1.0019 -3.3861 -1.8904
H 3.8419 -0.3831 0.0865
H 5.3984 0.1708 -1.7315
H 4.6326 0.1333 -4.0751
H 2.3181 -0.5146 -4.6141
H 0.7338 -1.0860 -2.7959
C -0.5058 3.1268 -2.6941
C -0.8767 3.4197 -1.2503
O -1.7710 2.4503 -0.6968
P -1.4194 1.0426 -0.0254
O -2.8215 0.6888 0.5992
C -3.7302 1.6142 1.2372
C -4.8914 1.9381 0.3192
O -1.2781 -0.0598 -1.1762
C -2.3759 -0.6052 -1.9643
C -2.4612 0.0400 -3.3303
H 0.1031 3.9434 -3.0767
H -1.3998 3.0565 -3.3095
H 0.0542 2.1941 -2.7718
H -1.4110 4.3706 -1.1811
H 0.0256 3.4799 -0.6340
H -3.2018 2.5290 1.5111
H -4.0706 1.1033 2.1387
H -4.5274 2.3745 -0.6052
H -5.5323 2.6598 0.8160
H -5.4826 1.0571 0.0917
H -3.3078 -0.4717 -1.4116
H -2.1631 -1.6738 -2.0476
H -2.7094 1.0935 -3.2462
H -3.2386 -0.4602 -3.8983
H -1.5243 -0.0670 -3.8690

The highest occupied orbital energy (spin up / spin down) comes out at -14.6 / -14.6 eV. The total energy comes out at -231066.43231 eV. As for the relative energy (zero: lowest compared OMol25 entry of this formula, charge and spin): 11.9 kcal/mol. The spin multiplicity is 5. As for the net charge: +2. For the frontier orbital gap (spin up / spin down), the calculation gives 7.11 / 7.06 eV.

Atomic partial charges in e from the Löwdin method, atoms 1 to 8: 0.27, 0.76, -0.70, -0.40, -0.66, 0.83, -0.68, 0.77

---

4.
Formula: CH2IN
Source: the Open Molecules 2025 dataset
Level of theory: ωB97M-V with the def2-TZVPD basis set

Positions of all 5 atoms, in Å:
C 0.0428 0.0979 -0.2525
N -1.0684 0.1144 0.1319
I 0.7335 0.0187 -2.4391
H 1.1432 0.1264 0.1460
H -0.8511 -0.3574 2.4137

The highest occupied orbital energy (spin up / spin down) comes out at -10.1 / -9.9 eV. The total energy comes out at -10655.10766 eV. As for the relative energy (zero: lowest compared OMol25 entry of this formula, charge and spin): 93.6 kcal/mol. For the frontier orbital gap (spin up / spin down), the calculation gives 7.42 / 9.89 eV.

Partial charges, Löwdin, in e: -0.74, 0.04, 0.55, 0.06, 0.09

---

5.
Formula: C4H9N
Source: the Open Molecules 2025 dataset
Level of theory: ωB97M-V with the def2-TZVPD basis set

Positions of all 14 atoms, in Å:
C 1.4703 -0.2100 0.8099
C 1.1362 -0.0649 -1.0431
C 0.3335 0.3161 0.0265
C -0.9307 -0.3049 0.3744
N -2.1000 0.4499 -0.1741
H 1.1699 -0.0200 1.8551
H 2.3516 0.4258 0.7058
H 1.8352 -1.3251 0.8739
H 1.7442 0.7650 -1.4916
H 1.1874 -1.0199 -1.5726
H -1.0319 -0.4630 1.4585
H -0.8731 -1.2789 -0.1220
H -1.5259 1.2847 -0.3427
H -2.2133 0.0640 -1.1512

The highest occupied orbital energy (spin up / spin down) comes out at -14.5 / -14.6 eV. The total energy comes out at -5771.29093 eV. As for the relative energy (zero: lowest compared OMol25 entry of this formula, charge and spin): 118.7 kcal/mol. The spin multiplicity is 2. As for the net charge: +1. For the frontier orbital gap (spin up / spin down), the calculation gives 8.17 / 7.59 eV.

Atomic partial charges in e from the Löwdin method, atoms 1 to 8: -0.05, 0.22, -0.22, -0.24, 0.05, 0.16, 0.12, 0.19

---

6.
Formula: C9H11NO3
Source: the Open Molecules 2025 dataset
Level of theory: ωB97M-V with the def2-TZVPD basis set

Positions of all 24 atoms, in Å:
N -2.9201 1.3477 -0.5466
C -1.8912 0.2949 -0.2804
C -1.0226 0.4045 0.9779
C 0.4823 0.1373 0.7171
C 1.0831 -1.1519 0.6240
C 2.3632 -1.4764 0.0541
C 3.1532 -0.3878 -0.2556
O 4.4394 -0.4853 -0.7886
C 2.6715 0.9094 -0.1380
C 1.3783 1.2375 0.3954
C -2.6207 -1.0336 -0.3240
O -2.0360 -1.9381 0.2243
O -3.9670 -1.0130 -0.5904
H -2.5786 2.1311 -1.0633
H -3.1281 1.8507 0.4254
H -1.3470 0.3036 -1.2671
H -0.9874 1.3634 1.4603
H -1.4084 -0.3244 1.7219
H 0.4969 -2.0291 0.9094
H 2.5499 -2.5514 0.0517
H 4.7817 -1.4062 -1.1183
H 3.3732 1.6057 -0.5449
H 1.0761 2.2760 0.2350
H -3.9417 -0.0646 -0.8794

The highest occupied orbital energy comes out at -8.6 eV. The total energy comes out at -17142.83176 eV. As for the relative energy (zero: lowest compared OMol25 entry of this formula, charge and spin): 44.5 kcal/mol. For the frontier orbital gap, the calculation gives 9.15 eV.

Atomic partial charges in e from the Löwdin method, atoms 1 to 8: 0.01, -0.28, -0.10, -0.19, -0.03, -0.01, -0.34, -0.02